# C36H71NO14

A cluster of 12 separate species, C36H71NO14 in total (ωB97M-V with the def2-TZVPD basis set, the Open Molecules 2025 dataset).

Calculated values
- Kohn-Sham gap (eV) = 9.543
- net charge = 0
- HOMO (eV) = -9.197
- structure (SMILES) = N[C@@H]1COC(=O)O1.CC(C)=O.CC(C)=O.CC(C)=O.CC(C)=O.CC(C)=O.CC(C)=O.CC(C)=O.CC(C)=O.CC(C)=O.CC(C)=O.CC(C)=O
- DFT total energy (eV) = -68638.506

Each line ends with the Mulliken charge.
Cartesian coordinates (Å):
O (-1.3312, -0.2456, -2.2619)  -0.357
O (-2.0438, 4.8152, -0.3332)  -0.605
O (0.1208, -4.5799, -0.2598)  -0.611
O (-6.0240, 0.6097, 3.1553)  -0.526
O (0.9304, -0.5694, -2.0570)  -0.579
O (-3.0212, 7.4745, 4.3964)  -0.550
O (2.9772, 6.1353, 0.6904)  -0.508
O (-0.0280, 1.4995, -1.8105)  -0.349
O (0.8933, -4.1909, -6.6553)  -0.603
O (-2.8010, 2.8637, 6.7452)  -0.590
O (-1.9174, 0.0371, -8.3531)  -0.557
O (4.5875, -4.4925, -2.9916)  -0.510
O (0.5052, 2.3944, 3.8506)  -0.517
O (2.4224, -10.1869, 1.3123)  -0.554
N (-3.5106, 0.6862, -1.9801)  -0.687
C (4.9877, 5.5914, -0.4554)  -1.178
C (1.7526, 0.7162, 2.7084)  -1.121
C (-2.6346, 6.6734, 6.6011)  -1.167
C (6.3994, -6.0282, -3.0564)  -1.205
C (0.0611, -1.1964, -7.8791)  -0.863
C (-0.7135, -0.0193, -8.4191)  0.688
C (-2.9626, 2.9324, 4.3719)  -0.706
C (-2.1655, 0.6543, -1.4912)  0.311
C (2.0364, -3.4039, -1.0475)  -0.058
C (-7.4141, -1.2341, 2.5895)  -1.247
C (2.8443, -3.3882, -5.5509)  -0.672
C (6.4148, -3.9193, -1.5873)  -1.201
C (-6.6649, -0.3382, 3.5447)  0.920
C (-6.7543, -0.6839, 5.0119)  -0.874
C (-0.0513, 0.1665, -2.0450)  0.627
C (-5.0228, 2.8920, 5.8941)  -0.638
C (-0.8141, 7.8304, 5.2071)  -1.149
C (1.6654, -10.2290, 0.3729)  0.864
C (0.2833, 0.2119, 4.7558)  -1.094
C (1.3582, -3.5431, -5.7458)  0.817
C (2.1836, -5.7161, 0.0555)  -1.020
C (3.2261, 7.1903, -1.4253)  -1.123
C (-1.3893, 1.9656, -1.6362)  -0.143
C (0.4838, -2.8634, -4.7214)  -0.873
C (-3.5193, 2.8943, 5.7726)  0.828
C (5.6886, -4.7842, -2.5866)  0.804
C (-1.5083, 5.3837, 0.5947)  0.841
C (-2.3107, 6.1540, 1.6088)  -0.790
C (3.6603, 6.2911, -0.2927)  0.891
C (0.1676, -10.2274, 0.5597)  -1.111
C (2.1740, -10.2812, -1.0483)  -1.076
C (0.8147, 1.2283, 3.7745)  0.861
C (1.3214, -4.5618, -0.4029)  0.852
C (-0.0146, 5.3518, 0.7937)  -1.004
C (-2.2388, 7.3404, 5.3089)  0.946
C (0.0954, 1.0915, -9.0487)  -1.100
H (2.0640, 1.5343, 2.0632)  0.271
H (-1.4449, 2.5631, -0.7252)  -0.031
H (-6.3654, -1.6880, 5.1876)  0.332
H (3.3746, -3.9250, -6.3344)  0.372
H (-1.9946, 5.8058, 6.7760)  0.308
H (3.2610, -10.2754, -1.0418)  0.276
H (1.8119, -9.4182, -1.6096)  0.297
H (3.9607, 7.9825, -1.5774)  0.362
H (-8.4782, -1.2312, 2.8306)  0.330
H (0.7552, -0.8608, -7.1060)  0.213
H (-3.6693, 6.3465, 6.5321)  0.233
H (1.3244, -2.6410, -1.3479)  -0.138
H (-1.6748, 2.5412, -2.5173)  0.209
H (-0.2679, -0.5672, 4.2257)  0.331
H (5.8005, -3.0599, -1.3312)  0.279
H (2.7529, -2.9745, -0.3435)  0.465
H (7.3619, -3.5776, -2.0074)  0.380
H (-3.3693, 6.0871, 1.3705)  0.312
H (-6.1700, 0.0268, 5.5880)  0.127
H (6.6330, -4.4940, -0.6857)  0.348
H (-2.1240, 0.3314, -0.4449)  0.317
H (-0.2657, -11.1301, 0.1263)  0.362
H (-0.5698, 1.8773, -9.3970)  0.309
H (5.7857, 6.3264, -0.5721)  0.346
H (-3.3101, 3.8297, 3.8549)  0.203
H (-5.4248, 2.0245, 5.3721)  -0.301
H (-0.6228, -1.9272, -7.4576)  0.294
H (0.6366, -1.6692, -8.6762)  0.368
H (-0.0665, -10.1871, 1.6201)  0.285
H (-0.1230, 6.9955, 5.3359)  0.289
H (2.5900, -3.7513, -1.9223)  -0.183
H (7.3459, -5.7614, -3.5287)  0.368
H (-4.1165, 0.1484, -1.3769)  0.285
H (1.2602, -0.0536, 2.1134)  0.292
H (0.3938, 6.3609, 0.7776)  0.357
H (2.6311, 0.2632, 3.1697)  0.369
H (6.6171, -6.6771, -2.2067)  0.353
H (1.5567, -6.4862, 0.4996)  0.290
H (-3.3144, 2.0608, 3.8158)  0.395
H (-5.3082, 2.8621, 6.9437)  0.347
H (0.2243, 4.9065, 1.7610)  0.300
H (-0.2724, -9.3637, 0.0581)  0.307
H (3.1219, -2.3325, -5.5787)  0.304
H (5.1858, 4.9760, 0.4180)  0.296
H (0.6724, 0.7035, -9.8897)  0.316
H (-2.1376, 5.7459, 2.6037)  -0.041
H (3.1509, 6.6162, -2.3501)  0.327
H (-0.6510, 8.2886, 4.2349)  0.285
H (1.1098, -0.2632, 5.2864)  0.372
H (-0.3733, 0.7018, 5.4714)  0.229
H (2.7222, -6.1340, -0.7972)  0.196
H (-2.0095, 7.2015, 1.6210)  0.394
H (0.6562, -1.7863, -4.7237)  0.163
H (-0.6116, 8.5610, 5.9919)  0.395
H (0.7954, 1.5035, -8.3199)  0.307
H (0.7208, -3.2375, -3.7250)  0.254
H (-3.5314, 0.2371, -2.8889)  0.273
H (3.1252, -3.7938, -4.5761)  -0.071
H (4.9729, 4.9632, -1.3474)  0.338
H (-5.4369, 3.7898, 5.4325)  0.338
H (5.7757, -6.5606, -3.7697)  0.296
H (-7.7927, -0.6548, 5.3451)  0.310
H (-7.2725, -0.8831, 1.5709)  0.306
H (2.9083, -5.3744, 0.7960)  0.353
H (0.4498, 4.7648, 0.0049)  0.242
H (-7.0511, -2.2594, 2.6758)  0.337
H (1.8216, -11.1866, -1.5444)  0.355
H (2.2601, 7.6324, -1.1958)  0.264
H (-2.5320, 7.3620, 7.4406)  0.426
H (-1.8745, 2.9332, 4.4059)  0.118
H (-0.5636, -3.0605, -4.9381)  0.356